1.
Density functional theory data (ωB97M-V/def2-TZVPD) for 2 unconnected molecules or ions with the total composition C3H5Cl at a distorted geometry.

Geometry (Å):
C: 0.316 1.458 0.031
C: 0.017 0.255 -0.060
C: 0.298 -1.180 0.018
Cl: -2.784 0.044 -0.040
H: -0.463 2.298 0.007
H: 1.415 1.895 0.086
H: 0.737 -1.706 -0.949
H: 1.148 -1.419 0.665
H: -0.685 -1.646 0.241

Calculated values
- molar mass (g/mol) = 76.53
- HOMO (alpha / beta) (eV) = -9.3 / -9.3
- energy relative to the best compared isomer or geometry (same formula, charge and spin) (kcal per mole) = 73.6

***

2.
Density functional theory data (ωB97M-V/def2-TZVPD) for a single C3H5Cl molecule at a distorted geometry.

Geometry (Å):
C: 0.568 -1.062 0.300
C: 0.318 0.319 -0.271
C: -0.882 0.885 -0.206
Cl: -1.044 2.522 -0.741
H: 0.875 -1.154 1.381
H: -0.499 -1.429 0.287
H: 1.344 -1.532 -0.219
H: 1.003 0.925 -0.967
H: -1.682 0.526 0.435

Calculated values
- SMILES string = C/C=C/Cl
- molar mass (g/mol) = 76.53
- HOMO (eV) = -9.2
- energy relative to the best compared isomer or geometry (same formula, charge and spin) (kcal per mole) = 13.2

***

3.
Density functional theory data (ωB97M-V/def2-TZVPD) for a molecular structure, C3H5Cl at a distorted geometry.

Geometry (Å):
C: -0.689 -0.467 0.260
C: -0.119 0.541 -0.711
C: 0.701 0.119 0.470
H: -1.425 -0.500 1.099
H: -0.358 1.563 -0.797
H: 0.064 0.031 -1.635
H: 2.003 -0.273 0.521
H: 0.837 1.212 0.912
Cl: -1.015 -2.225 -0.119

Calculated values
- molar mass (g/mol) = 76.53
- HOMO (eV) = -10.3
- energy relative to the best compared isomer or geometry (same formula, charge and spin) (kcal per mole) = 59.8

***

4.
Density functional theory data (ωB97M-V/def2-TZVPD) for a gas-phase ion, C3H5Cl2N2 (charge +1) at a distorted geometry.

Geometry (Å):
C: 0.010 -0.943 -0.008
C: 0.670 1.211 0.417
C: -0.529 1.608 -0.382
N: 0.797 -0.180 0.783
N: -0.813 -0.350 -0.781
Cl: 2.164 1.411 -0.673
Cl: -1.901 2.343 0.230
H: 0.110 -1.980 -0.096
H: 0.855 2.044 1.198
H: -0.299 1.890 -1.376
H: 1.442 -0.389 1.569
H: -1.483 -0.609 -1.489

Calculated values
- net charge = +1
- molar mass (g/mol) = 139.99
- HOMO (eV) = -14.9
- energy relative to the best compared isomer or geometry (same formula, charge and spin) (kcal per mole) = 52.6